{"formula": "C12H25MoN2O2P2Se", "method": "wB97M-V/def2-TZVPD", "homo_ev": [-10.05, -10.43], "e_tot_ev": -105696.850, "orbital_gap_ev": [6.1, 6.6], "lumo_ev": [-4.0, -3.8], "charge": 1, "spin_multiplicity": 3, "s_squared": 2.039, "elements": ["C", "C", "N", "C", "C", "C", "C", "P", "Mo", "P", "C", "O", "O", "H", "H", "H", "C", "C", "H", "H", "H", "H", "C", "C", "H", "H", "H", "H", "H", "H", "H", "H", "H", "H", "H", "H", "H", "H", "H", "H", "H", "H", "Se", "C", "N"], "coordinates": [[0.9841, -1.1597, -2.8749], [1.0197, -0.9145, -1.5105], [-0.1087, -0.8720, -0.7621], [-1.3013, -1.1567, -1.3446], [-1.3655, -1.4853, -2.6922], [-0.2221, -1.4985, -3.4862], [2.3674, -0.8232, -0.8796], [2.2899, -0.3487, 0.8947], [0.0036, -0.3647, 1.3586], [-2.3902, -0.0031, 0.9937], [-2.5527, -1.0359, -0.5328], [2.1504, 3.7543, -2.9940], [-1.7027, 3.1591, -1.6432], [1.9362, -1.1663, -3.3936], [-2.3689, -1.6557, -3.1054], [-0.2522, -1.7472, -4.5480], [3.2574, -1.7622, 1.5476], [3.2967, 1.1305, 1.0919], [-3.3649, -0.6303, -1.1586], [-2.9365, -2.0285, -0.2502], [3.0123, -0.1655, -1.4386], [2.9067, -1.7891, -0.8939], [-3.5240, -0.8088, 2.1605], [-3.1378, 1.5623, 0.4683], [-1.1412, 2.8115, -2.3783], [-0.9802, 3.6022, -1.1413], [2.6527, 3.3571, -2.2207], [2.6530, 3.3056, -3.7224], [-0.2630, -1.9556, 1.5831], [-1.2201, 0.6607, 2.1687], [4.2898, -1.7163, 1.1574], [3.2553, -1.7240, 2.6426], [2.7767, -2.7017, 1.2302], [4.3574, 0.8817, 0.9569], [2.9794, 1.8932, 0.3676], [3.1224, 1.5208, 2.1035], [-4.1777, 1.4489, 0.1106], [-3.1581, 2.2393, 1.3361], [-2.5296, 2.0279, -0.3361], [-4.5860, -0.6280, 1.9563], [-3.3528, -1.8900, 2.1564], [-3.2853, -0.4178, 3.1531], [0.1932, -0.0272, 6.1299], [0.1630, -0.3801, 4.4644], [0.2542, -0.4985, 3.2754]], "forces_ev_per_a": [[-0.29, -0.41, -0.01], [-0.37, -0.52, -0.77], [0.26, 0.02, -0.26], [0.41, 0.43, -0.31], [-0.60, 0.06, -0.37], [0.18, 0.29, 0.32], [0.40, -0.02, 0.55], [2.01, -1.65, -0.82], [-3.33, 2.21, 0.99], [-0.50, -1.41, -1.41], [-1.12, -0.20, -0.44], [1.82, -1.85, 0.57], [2.23, 0.04, -0.55], [-0.22, -0.03, -0.19], [0.63, -0.11, 0.04], [-0.11, 0.09, 0.34], [0.20, 0.23, 0.40], [0.03, 0.35, 0.24], [0.31, -0.07, -0.02], [0.39, 0.13, 0.13], [0.19, 0.45, -0.29], [-0.56, 0.23, -0.20], [0.00, 0.06, 0.32], [0.15, 0.50, 0.31], [-0.96, 0.25, 0.38], [-0.96, -0.04, -0.16], [-1.01, 1.00, -1.07], [-0.85, 0.83, 0.52], [-0.33, -0.55, -0.32], [0.81, -0.12, -0.24], [-0.38, -0.08, 0.23], [0.14, -0.09, -0.19], [0.12, 0.43, 0.13], [-0.26, 0.18, 0.01], [0.14, -0.18, 0.21], [0.22, -0.02, -0.24], [0.51, -0.26, 0.18], [0.02, -0.09, -0.28], [-0.41, -0.35, 0.54], [0.29, 0.12, -0.15], [0.12, 0.22, 0.05], [-0.14, -0.14, 0.01], [-0.18, 0.00, 1.10], [0.66, 0.05, -2.08], [0.33, 0.03, 2.80]], "mulliken_charge": [-0.803, 0.744, 0.093, 0.592, -0.893, -0.499, -1.398, 1.004, -0.090, 1.084, -1.228, -0.633, -0.683, 0.478, 0.443, 0.440, -1.357, -1.162, 0.514, 0.449, 0.570, 0.404, -1.307, -1.114, 0.315, 0.319, 0.313, 0.325, 0.173, 0.067, 0.442, 0.395, 0.378, 0.395, 0.289, 0.393, 0.416, 0.432, 0.243, 0.399, 0.390, 0.373, -0.094, 0.108, -0.720]}